Entry 1:
{"formula": "C3H4O3", "method": "the ωB97M-V functional and the def2-TZVPD basis", "species": ["O", "C", "C", "O", "C", "O", "H", "H", "H", "H"], "positions_angstrom": [[1.125, 1.611, -0.262], [1.395, 0.457, -0.078], [0.429, -0.708, -0.129], [-0.853, -0.416, -0.652], [-1.681, 0.328, 0.103], [-1.436, 0.770, 1.190], [2.429, 0.117, 0.168], [0.844, -1.473, -0.794], [0.381, -1.124, 0.888], [-2.634, 0.438, -0.435]], "nbo_charge": [-0.49, 0.42, -0.20, -0.50, 0.65, -0.57, 0.11, 0.22, 0.22, 0.13], "relative_energy_kcal_mol": 26.05, "largest_force_ha_per_bohr": 0.0100, "total_charge": 0, "energy_ha": -342.414428, "smiles": "O=CCOC=O", "orbital_gap_ev": 11.04}

=====

Entry 2:
{"formula": "C18H23ClNO3", "method": "the ωB97M-V functional and the def2-TZVPD basis", "species": ["C", "C", "H", "H", "O", "C", "C", "C", "C", "C", "C", "O", "C", "H", "H", "H", "H", "C", "N", "H", "C", "H", "H", "C", "C", "C", "C", "C", "C", "C", "H", "H", "H", "H", "H", "O", "H", "H", "H", "H", "H", "H", "Cl", "H", "H", "H"], "positions_angstrom": [[-4.737, -1.529, 0.311], [-4.123, -0.282, -0.301], [-3.931, -0.417, -1.368], [-4.808, 0.568, -0.181], [-2.915, 0.057, 0.396], [-1.813, 0.414, -0.309], [-1.201, -0.436, -1.239], [-0.021, -0.101, -1.880], [0.590, 1.115, -1.609], [0.009, 1.972, -0.694], [-1.182, 1.650, -0.036], [-1.577, 2.583, 0.845], [-2.842, 2.545, 1.485], [-2.872, 3.449, 2.091], [-2.946, 1.667, 2.122], [-3.656, 2.572, 0.758], [0.436, 2.939, -0.476], [1.934, 1.409, -2.215], [2.955, 0.656, -1.428], [3.849, 0.568, -1.922], [3.216, 1.205, -0.075], [2.309, 1.679, 0.299], [4.029, 1.929, -0.124], [3.590, 0.020, 0.832], [2.371, -0.879, 0.948], [1.339, -0.531, 1.811], [0.202, -1.314, 1.884], [0.086, -2.449, 1.097], [1.104, -2.794, 0.227], [2.242, -2.006, 0.144], [3.055, -2.305, -0.506], [1.021, -3.678, -0.386], [-0.795, -3.067, 1.170], [-0.592, -1.045, 2.563], [1.436, 0.344, 2.436], [4.688, -0.602, 0.197], [5.082, -1.254, 0.786], [3.868, 0.406, 1.820], [2.589, -0.305, -1.273], [1.973, 1.069, -3.251], [2.169, 2.473, -2.177], [0.403, -0.796, -2.587], [-1.859, -1.998, -1.571], [-4.086, -2.387, 0.170], [-4.891, -1.380, 1.376], [-5.694, -1.731, -0.160]], "nbo_charge": [-0.63, -0.06, 0.19, 0.18, -0.52, 0.21, -0.05, -0.27, -0.07, -0.27, 0.36, -0.50, -0.24, 0.20, 0.20, 0.18, 0.23, -0.23, -0.53, 0.45, -0.24, 0.25, 0.24, 0.08, -0.11, -0.17, -0.20, -0.19, -0.19, -0.27, 0.23, 0.23, 0.23, 0.23, 0.21, -0.73, 0.50, 0.21, 0.47, 0.24, 0.23, 0.23, 0.04, 0.21, 0.22, 0.23], "relative_energy_kcal_mol": 0.00, "largest_force_ha_per_bohr": 0.0183, "total_charge": 1, "energy_ha": -1440.122745, "smiles": "CCOc1c(Cl)cc(C[NH2+]C[C@H](O)c2ccccc2)cc1OC", "orbital_gap_ev": 8.87}

=====

Entry 3:
{"formula": "C22H32F16N2O28S7Zr", "method": "the ωB97M-V functional and the def2-TZVPD basis", "species": ["Zr", "N", "S", "O", "O", "F", "S", "O", "O", "F", "N", "S", "O", "O", "F", "S", "O", "O", "F", "C", "C", "O", "C", "O", "C", "F", "F", "F", "H", "H", "H", "H", "H", "C", "C", "O", "C", "O", "C", "F", "F", "F", "H", "H", "H", "H", "H", "C", "C", "O", "C", "O", "C", "F", "F", "F", "H", "H", "H", "H", "H", "C", "C", "O", "C", "O", "C", "F", "F", "F", "H", "H", "H", "H", "H", "C", "C", "O", "S", "O", "O", "O", "H", "H", "H", "H", "C", "C", "O", "S", "O", "O", "O", "H", "H", "H", "H", "C", "C", "O", "S", "O", "O", "O", "H", "H", "H", "H"], "positions_angstrom": [[19.951, 22.125, 14.813], [18.882, 20.995, 16.156], [17.527, 21.212, 17.044], [17.766, 21.653, 18.381], [16.342, 20.485, 16.740], [17.245, 22.575, 16.256], [19.276, 19.554, 17.069], [18.388, 18.453, 16.959], [19.982, 19.843, 18.274], [20.487, 19.160, 16.108], [20.112, 20.627, 13.436], [21.477, 20.215, 12.347], [21.600, 21.210, 11.349], [21.758, 18.838, 12.143], [22.619, 20.551, 13.406], [19.147, 19.548, 12.695], [19.270, 18.202, 13.129], [18.636, 19.949, 11.432], [17.929, 20.072, 13.607], [18.829, 24.031, 9.382], [18.967, 23.781, 10.912], [17.720, 23.259, 11.348], [17.448, 22.992, 12.575], [18.311, 22.793, 13.455], [15.978, 22.603, 12.742], [15.690, 22.788, 14.037], [15.226, 23.417, 12.040], [15.807, 21.357, 12.380], [19.809, 24.247, 8.963], [18.152, 24.854, 9.167], [18.425, 23.114, 8.954], [19.190, 24.756, 11.351], [19.739, 23.052, 11.171], [25.503, 16.774, 12.559], [24.211, 17.243, 13.201], [24.249, 16.810, 14.549], [23.143, 16.920, 15.297], [22.048, 17.085, 14.848], [23.409, 16.809, 16.819], [22.507, 17.580, 17.429], [23.219, 15.553, 17.207], [24.649, 17.120, 17.156], [25.645, 17.301, 11.615], [25.426, 15.704, 12.373], [26.358, 17.034, 13.182], [23.390, 16.769, 12.661], [24.141, 18.317, 13.010], [30.281, 21.766, 11.375], [28.990, 22.421, 10.903], [27.828, 21.822, 11.486], [26.747, 22.520, 11.787], [26.686, 23.708, 11.637], [25.561, 21.707, 12.312], [24.492, 21.796, 11.508], [25.916, 20.439, 12.495], [25.154, 22.174, 13.493], [30.558, 22.137, 12.361], [31.084, 21.837, 10.644], [30.168, 20.684, 11.460], [28.847, 22.056, 9.877], [28.907, 23.502, 10.815], [22.592, 22.256, 7.187], [21.922, 21.194, 8.053], [22.765, 20.071, 8.292], [22.232, 18.948, 8.723], [21.061, 18.821, 8.985], [23.160, 17.737, 8.752], [22.464, 16.669, 8.382], [24.180, 17.808, 7.888], [23.643, 17.580, 9.989], [23.307, 22.876, 7.723], [21.802, 22.833, 6.712], [23.117, 21.678, 6.425], [21.068, 20.832, 7.472], [21.441, 21.585, 8.951], [15.371, 14.653, 11.924], [14.967, 15.265, 10.550], [15.958, 16.251, 10.206], [16.944, 16.545, 11.461], [16.329, 17.608, 12.198], [18.319, 16.681, 11.079], [16.705, 15.111, 12.130], [15.486, 13.583, 11.774], [14.693, 14.909, 12.734], [14.047, 15.832, 10.681], [14.891, 14.455, 9.831], [20.137, 14.118, 11.562], [21.310, 15.074, 11.619], [22.317, 14.279, 12.214], [22.294, 12.799, 11.504], [22.807, 11.877, 12.457], [22.934, 12.864, 10.216], [20.690, 12.804, 11.323], [19.501, 14.326, 10.707], [19.611, 14.061, 12.514], [21.146, 16.024, 12.120], [21.611, 15.298, 10.589], [15.628, 18.911, 8.079], [16.960, 19.473, 8.664], [16.686, 20.751, 9.197], [15.568, 21.463, 8.245], [16.121, 21.801, 6.959], [14.935, 22.471, 9.056], [14.761, 20.049, 8.113], [15.254, 18.169, 8.786], [15.545, 18.470, 7.088], [17.607, 19.553, 7.789], [17.341, 18.862, 9.475]], "lowdin_charge": [2.17, -0.45, 0.52, -0.15, -0.13, -0.19, 0.59, -0.12, -0.15, -0.17, -0.43, 0.60, -0.19, -0.14, -0.15, 0.50, -0.15, -0.15, -0.19, 0.00, -0.15, 0.12, -0.26, -0.08, -0.57, 0.18, 0.24, 0.25, 0.09, 0.10, 0.08, 0.14, 0.10, -0.04, -0.24, 0.06, -0.35, 0.15, -0.56, 0.16, 0.19, 0.20, 0.07, 0.09, 0.09, 0.09, 0.10, -0.05, -0.18, 0.03, -0.39, 0.16, -0.55, 0.15, 0.18, 0.15, 0.08, 0.09, 0.08, 0.13, 0.13, -0.04, -0.22, 0.06, -0.39, 0.15, -0.54, 0.19, 0.18, 0.17, 0.08, 0.08, 0.09, 0.13, 0.10, -0.13, -0.12, -0.21, 0.63, -0.23, -0.23, -0.19, 0.14, 0.14, 0.13, 0.14, -0.16, -0.20, -0.20, 0.66, -0.20, -0.23, -0.18, 0.12, 0.14, 0.11, 0.12, -0.12, -0.17, -0.23, 0.68, -0.22, -0.23, -0.20, 0.11, 0.14, 0.13, 0.10], "largest_force_ha_per_bohr": 0.1740, "total_charge": 2, "energy_ha": -7505.037117, "orbital_gap_ev": 2.72}